# 1
Entry from the Open Molecules 2025 dataset: a 2-piece molecular cluster, C3H3N3O4 overall at a distorted geometry (ωB97M-V/def2-TZVPD).

Computed properties:
E_tot in a.u.: -580.97228
ΔE to the lowest compared entry with this formula, charge and spin in kJ/mol: 827.2
HOMO-LUMO gap in eV: 8.0

Structure (ORCA input):
```
! wB97M-V def2-TZVPD RIJCOSX def2/J DEFGRID3
* xyz 0 1
C -0.59 0.33 0.74
C 0.61 -0.89 -0.54
C -1.61 1.01 -0.04
N -0.02 0.34 1.78
N 0.45 -2.08 -0.59
N 1.67 0.06 -0.84
O -0.09 -3.12 -0.60
O 2.56 -0.42 -1.47
O 1.60 1.19 -0.45
O 0.55 -0.02 2.78
H -2.20 1.50 0.61
H -0.96 1.78 -0.63
H -1.96 0.35 -0.76
*
```

Atom charges from the Mulliken analysis, given in e for atoms 1 to 2: C 0.491; C -0.115

---

# 2
Entry from the Open Molecules 2025 dataset: C3H13N4PS as an isolated structure at a distorted geometry (ωB97M-V/def2-TZVPD).

Computed properties:
E_tot in a.u.: -1079.97821
ΔE to the lowest compared entry with this formula, charge and spin in kJ/mol: 0.0
HOMO-LUMO gap in eV: 10.5

Structure (ORCA input):
```
! wB97M-V def2-TZVPD RIJCOSX def2/J DEFGRID3
* xyz 2 1
C 2.01 -1.81 -0.36
C 1.31 -1.20 0.92
C -2.53 0.66 0.51
N -0.41 0.49 -0.58
N -1.73 0.49 -0.46
N 2.22 -0.54 -1.12
N -3.96 0.78 -0.09
P 0.98 0.50 0.48
S 2.59 1.77 0.25
H 1.39 -2.62 -0.75
H 2.98 -2.26 -0.15
H 2.04 -1.20 1.68
H -2.52 0.76 1.58
H -0.08 0.62 -1.48
H 2.30 2.85 0.99
H 2.09 -0.72 -2.13
H 3.23 -0.25 -1.10
H -4.66 0.47 0.56
H -4.06 0.13 -0.98
H -4.04 1.71 -0.47
H 0.46 1.16 1.68
H 0.37 -1.83 1.01
*
```

Atom charges from the Mulliken analysis, given in e for atoms 1 to 2: C -0.476; C -0.507

---

# 3
Entry from the Open Molecules 2025 dataset: C4H4ClNOS as an isolated structure at a distorted geometry (ωB97M-V/def2-TZVPD).

Computed properties:
E_tot in a.u.: -1143.08291
ΔE to the lowest compared entry with this formula, charge and spin in kJ/mol: 273.9
HOMO-LUMO gap in eV: 9.1

Structure (ORCA input):
```
! wB97M-V def2-TZVPD RIJCOSX def2/J DEFGRID3
* xyz 0 1
C -1.69 -0.30 -0.15
C -1.39 1.05 -0.07
C 0.80 -0.38 0.05
C 2.25 -0.68 -0.05
N -0.02 -1.29 0.04
O -2.22 2.12 -0.04
S 0.35 1.37 -0.03
Cl -3.15 -1.13 -0.07
H 2.83 -0.15 0.75
H 2.51 -1.65 0.28
H 2.84 -0.64 -0.91
H -3.11 1.67 0.20
*
```

Atom charges from the Mulliken analysis, given in e for atoms 1 to 2: C 0.038; C 0.441

---

# 4
Entry from the Open Molecules 2025 dataset: an isolated ion of composition C3H10FNP and charge +1 at a distorted geometry (ωB97M-V/def2-TZVPD).

Computed properties:
E_tot in a.u.: -616.00160
ΔE to the lowest compared entry with this formula, charge and spin in kJ/mol: 71.3
HOMO-LUMO gap in eV: 11.0

Structure (ORCA input):
```
! wB97M-V def2-TZVPD RIJCOSX def2/J DEFGRID3
* xyz 1 1
C 0.08 0.62 2.09
C 1.46 0.30 -0.69
C -1.04 -0.86 -0.65
N -1.05 0.23 -1.78
F 1.12 -1.52 1.25
P 0.29 -0.33 0.56
H -0.65 0.27 2.67
H 0.87 0.42 2.84
H 1.54 -0.38 -1.56
H 0.79 1.08 -1.03
H 2.44 0.47 -0.20
H -2.07 -0.98 -0.21
H -0.75 -1.87 -1.02
H -1.69 0.95 -1.47
H 0.19 1.80 1.74
H -1.51 -0.20 -2.54
*
```

Atom charges from the Mulliken analysis, given in e for atoms 1 to 2: C -1.006; C -1.027

---

# 5
Entry from the Open Molecules 2025 dataset: an isolated ion of composition C2H6N3OS and charge +1 at a distorted geometry (ωB97M-V/def2-TZVPD).

Computed properties:
E_tot in a.u.: -717.07733
ΔE to the lowest compared entry with this formula, charge and spin in kJ/mol: 535.8
HOMO-LUMO gap (spin up / spin down) in eV: 9.0 / 9.0

Structure (ORCA input):
```
! wB97M-V def2-TZVPD RIJCOSX def2/J DEFGRID3
* xyz 1 1
C -0.11 0.62 0.27
C -0.97 1.15 1.38
N 0.31 -2.59 -1.29
N 0.32 1.20 -0.83
N 0.74 -0.82 0.33
O 1.06 0.52 -1.65
S 1.38 -1.51 -1.10
H -1.31 2.14 1.01
H -0.40 1.33 2.26
H -1.89 0.69 1.63
H 0.36 -3.34 -1.91
H 0.12 2.11 -1.09
H 0.39 -1.50 1.00
*
```

Atom charges from the Mulliken analysis, given in e for atoms 1 to 2: C 0.620; C -1.059

---

# 6
Entry from the Open Molecules 2025 dataset: a single C3H4N2O molecule (ωB97M-V/def2-TZVPD).

Computed properties:
E_tot in a.u.: -301.44328
ΔE to the lowest compared entry with this formula, charge and spin in kJ/mol: 115.4
HOMO-LUMO gap in eV: 9.4

Structure (ORCA input):
```
! wB97M-V def2-TZVPD RIJCOSX def2/J DEFGRID3
* xyz 0 1
O 2.18 -0.25 0.17
C 0.89 -0.14 -0.14
N 0.13 -1.17 -0.33
C -1.16 -0.67 -0.14
C -1.13 0.65 0.11
N 0.22 1.06 0.02
H 2.27 -1.19 0.41
H -1.97 -1.37 -0.09
H -1.83 1.28 0.65
H 0.41 1.79 -0.67
*
```

Atom charges from the Mulliken analysis, given in e for atoms 1 to 2: O -0.476; C 0.483

---

# 7
Entry from the Open Molecules 2025 dataset: C4H3NO2 as an isolated structure at a distorted geometry (ωB97M-V/def2-TZVPD).

Computed properties:
E_tot in a.u.: -359.32986
ΔE to the lowest compared entry with this formula, charge and spin in kJ/mol: 368.9
HOMO-LUMO gap in eV: 8.9

Structure (ORCA input):
```
! wB97M-V def2-TZVPD RIJCOSX def2/J DEFGRID3
* xyz 0 1
O -1.90 1.25 -0.88
C -1.70 0.06 -0.85
C -0.37 -0.45 -0.23
N 0.21 -1.61 -0.33
O 1.82 -1.21 0.38
C 1.64 0.03 0.71
C 0.38 0.50 0.51
H -2.44 -0.64 -1.26
H 2.44 0.72 1.01
H -0.07 1.35 0.96
*
```

Atom charges from the Mulliken analysis, given in e for atoms 1 to 2: O -0.409; C -0.057

---

# 8
Entry from the Open Molecules 2025 dataset: a 2-piece molecular cluster, C3H9O3P overall at a distorted geometry (ωB97M-V/def2-TZVPD).

Computed properties:
E_tot in a.u.: -686.60056
ΔE to the lowest compared entry with this formula, charge and spin in kJ/mol: 517.4
HOMO-LUMO gap (spin up / spin down) in eV: 7.9 / 7.9

Structure (ORCA input):
```
! wB97M-V def2-TZVPD RIJCOSX def2/J DEFGRID3
* xyz 0 1
C 1.24 0.34 -1.42
C -0.12 0.70 -0.87
C -0.35 -0.73 1.17
O 2.22 0.58 -0.53
O -0.08 1.87 -0.26
O -0.55 0.08 2.18
P -1.48 -1.83 0.41
H 1.37 1.01 -2.31
H 1.31 -0.76 -1.76
H -1.09 0.48 -1.54
H 0.70 -1.20 1.12
H 2.19 0.05 0.28
H 0.76 2.16 -0.20
H -1.54 0.39 2.12
H -2.17 -2.23 1.57
H -2.39 -0.91 0.05
*
```

Atom charges from the Mulliken analysis, given in e for atoms 1 to 2: C -0.388; C -0.077